1.
Entry from the OMol25 dataset: 2 unconnected molecules or ions with the total composition C4H7NO (ωB97M-V/def2-TZVPD).

Last column: natural (NBO) charge in e.
Cartesian coordinates (Å):
H1 -0.575 -1.612 2.430  0.209
H2 0.992 0.577 -0.988  0.227
C1 -0.282 -1.247 1.462  -0.084
H3 -0.105 0.942 1.485  0.225
O1 -0.475 3.135 -1.119  -0.933
H4 -0.226 -3.122 0.479  0.408
H5 -0.957 3.019 -1.940  0.468
H6 1.023 -1.974 -1.438  0.208
C2 0.090 -0.008 1.019  -0.300
N1 -0.046 -2.136 0.440  -0.509
C3 0.538 -1.490 -0.607  -0.085
C4 0.603 -0.152 -0.300  -0.300
H7 -0.580 4.069 -0.924  0.467

Values from the calculation:
Orbital gap: 9.0 eV
E_HOMO: -8.1 eV
E: -7798.593 eV
Max |F|: 0.0140 Eh/bohr
Relative energy (zero: lowest compared OMol25 entry of this formula, charge and spin): 1.0511 eV
SMILES: c1cc[nH]c1.O
Total charge: 0


2.
Entry from the OMol25 dataset: a molecular structure, C66H66F9N4OP2SiZr at a distorted geometry (ωB97M-V/def2-TZVPD).

Last column: Löwdin charge in e.
Cartesian coordinates (Å):
C1 -1.053 5.156 -2.713  -0.089
H1 3.057 3.709 -2.635  0.116
C2 1.358 0.774 -3.035  -0.298
H2 -5.689 -1.590 2.338  0.088
C3 -3.845 -0.391 -4.763  -0.069
C4 -5.859 -1.329 1.294  -0.046
C5 -1.587 5.912 -1.681  -0.072
H3 2.842 1.191 -6.078  0.111
C6 -3.909 3.481 -2.591  -0.122
H4 -5.607 -0.282 1.146  0.062
H5 -6.928 -1.434 1.098  0.091
H6 -1.671 6.180 0.451  0.113
H7 6.102 4.846 1.140  0.110
P1 -2.541 1.469 -1.327  1.123
C7 -5.153 2.563 -0.759  -0.086
H8 6.152 2.771 -0.227  0.114
C8 -4.000 2.569 -1.536  -0.360
C9 -3.561 -2.318 0.348  -0.219
C10 0.653 -2.123 -2.789  -0.210
H9 -5.247 -0.800 -1.273  0.077
C11 1.739 0.536 -4.364  -0.088
C12 -1.809 -3.793 -0.516  -0.025
C13 -1.528 -0.939 -4.456  -0.103
C14 -2.691 -1.021 -5.206  -0.065
C15 0.426 -3.016 0.037  -0.212
H10 3.363 -3.219 -2.396  0.075
C16 -2.630 0.465 -2.857  -0.387
C17 1.360 -4.167 2.538  -0.370
H11 -0.226 -2.767 -2.885  0.042
C18 2.614 -3.772 1.760  -0.148
H12 4.045 -1.742 4.249  0.142
H13 -3.828 -4.247 -0.826  0.110
H14 -3.883 0.555 3.266  0.114
H15 1.647 -6.301 2.284  0.085
N1 2.512 -0.095 1.841  -0.038
F1 -0.333 1.357 6.009  0.180
H16 -0.647 -1.455 -4.823  0.085
C19 -5.125 -2.271 0.332  -0.483
H17 5.036 0.155 -1.877  0.084
H18 0.164 3.498 -3.273  0.105
H19 3.704 3.232 -4.950  0.111
H20 4.132 1.107 1.163  0.098
H21 -7.092 3.416 -0.427  0.108
H22 6.266 0.797 2.416  0.094
H23 -2.263 6.732 -1.896  0.112
C20 -2.590 -2.171 1.596  -0.113
H24 -5.100 -4.196 1.403  0.098
O1 -0.109 0.394 2.611  -0.290
H25 2.033 -3.229 4.410  0.063
C21 3.843 -2.452 0.115  -0.138
N2 -1.499 -1.620 0.627  -0.040
C22 1.335 1.878 3.975  -0.540
H26 -5.270 1.863 0.058  0.080
C23 -0.209 4.086 -2.446  -0.090
C24 -5.687 -3.684 0.632  -0.043
C25 -5.506 -1.850 -1.095  -0.025
C26 3.683 -1.129 3.438  -0.031
C27 3.761 0.329 1.802  -0.148
H27 1.359 -0.340 -4.880  0.089
C28 0.864 -5.558 2.120  -0.044
H28 -6.711 -3.601 0.997  0.085
N3 4.499 -0.264 2.742  -0.073
C29 5.130 -0.576 -1.067  -0.064
F2 -2.200 2.708 3.565  0.175
C30 -3.807 0.362 -3.602  -0.090
H29 2.235 -4.985 4.367  0.079
F3 -0.196 -0.551 4.997  0.162
H30 0.632 -4.292 4.571  0.087
H31 1.843 4.931 0.861  0.092
H32 5.222 -0.042 -0.118  0.049
Si1 0.132 -0.403 -2.157  0.610
P2 1.280 2.385 -0.735  1.054
F4 1.377 2.832 4.905  0.174
F5 -2.025 0.587 4.932  0.162
H33 -0.143 4.334 0.928  0.075
C31 5.934 -0.099 2.933  0.018
C32 -4.950 4.350 -2.873  -0.071
C33 -0.933 2.683 3.152  -0.510
H34 -3.018 3.493 -3.209  0.093
C34 -1.258 5.603 -0.369  -0.053
H35 3.937 -1.784 -3.264  0.084
H36 4.042 1.770 -1.010  0.074
H37 -2.702 -1.593 -6.126  0.108
H38 6.463 -0.963 2.534  0.094
C35 3.932 -1.536 -1.098  -0.354
C36 4.074 -2.396 -2.368  -0.048
H39 5.948 -2.854 0.032  0.113
H40 -3.180 -1.655 3.645  0.125
C37 -3.013 0.265 -0.025  -0.318
C38 -1.463 -0.220 -3.256  -0.282
C39 5.000 -4.065 1.510  -0.056
C40 -3.069 -1.237 2.650  -0.037
H41 5.919 -4.569 1.792  0.109
H42 -2.266 -3.113 2.030  0.152
H43 0.572 -3.448 2.334  0.104
C41 -6.102 4.333 -2.093  -0.077
H44 -4.706 0.871 -3.279  0.104
H45 0.580 -5.600 1.066  0.068
H46 6.063 -1.113 -1.238  0.080
C42 -3.107 -3.570 -0.389  -0.021
H47 1.535 -1.470 3.171  0.102
C43 2.574 1.398 -5.049  -0.058
C44 3.961 4.990 1.089  -0.057
C45 -0.125 1.364 3.604  -0.204
F6 -0.938 2.745 1.813  0.097
H48 -5.713 -4.320 -0.253  0.078
H49 -4.993 -2.456 -1.850  0.094
F7 2.091 0.877 4.429  0.166
C46 5.178 4.395 0.795  -0.067
H50 -1.298 5.397 -3.741  0.114
C47 5.011 -3.089 0.528  -0.038
H51 5.076 -2.832 -2.397  0.086
H52 -4.770 -0.480 -5.322  0.109
C48 -3.461 0.009 2.436  -0.102
H53 -4.866 5.037 -3.707  0.109
H54 3.786 -5.186 2.862  0.115
C49 5.205 3.232 0.036  -0.075
C50 -6.197 3.440 -1.038  -0.072
F8 -0.395 3.841 3.551  0.168
C51 2.462 -1.013 2.876  -0.176
C52 -0.886 -2.811 0.021  -0.293
N4 1.396 -2.108 0.418  -0.141
C53 -0.694 0.690 4.909  -0.542
C54 1.858 1.924 -2.414  -0.418
H55 3.017 -0.947 -1.164  0.091
C55 3.058 2.543 -4.418  -0.059
F9 1.908 2.381 2.868  0.146
H56 -6.921 5.004 -2.316  0.106
H57 -6.583 -1.960 -1.247  0.099
C56 -0.394 4.550 -0.101  -0.126
C57 1.588 -4.163 4.058  -0.053
Zr1 0.461 -0.174 0.623  1.644
C58 2.785 3.254 -0.109  -0.354
H58 -3.546 1.805 1.250  0.099
C59 2.771 4.427 0.638  -0.070
C60 0.149 3.784 -1.135  -0.357
H59 0.761 -3.982 -0.321  0.138
C61 2.697 2.806 -3.112  -0.104
H60 1.148 -2.075 -3.763  0.029
H61 3.930 5.907 1.664  0.112
H62 -2.464 -1.354 -1.317  0.111
H63 -1.410 -4.671 -1.016  0.130
H64 1.341 -2.607 -2.104  -0.012
C62 2.634 -2.776 0.758  -0.184
C63 -2.678 -1.178 -0.273  -0.199
C64 3.798 -4.412 2.101  -0.037
H65 6.155 0.000 3.992  0.100
C65 4.017 2.665 -0.400  -0.163
C66 -3.352 0.742 1.177  -0.129
H66 -0.007 -5.844 2.715  0.086

Values from the calculation:
Orbital gap: 6.6 eV
E_HOMO: -9.5 eV
E: -129711.268 eV
Max |F|: 0.0372 Eh/bohr
Total charge: +1